(1)
Computed, not measured: 3 unconnected molecules or ions with the total composition C17H18F2N2O6S, with ωB97M-V/def2-TZVPD.

* SMILES string: SCCCc1cccc2nccnc12.O=C1OC[C@@H](F)O1.O=C1OC[C@@H](F)O1
* net charge: 0
* E_LUMO: -0.07 eV
* Kohn-Sham gap: 8.822 eV

Geometry (Å):
S (1.400, -1.549, 2.071)
C (0.220, -0.744, 0.955)
C (-0.440, -1.787, 0.086)
C (-1.619, -1.249, -0.721)
C (-2.637, -0.521, 0.095)
C (-2.681, 0.848, 0.174)
C (-3.610, 1.520, 0.980)
C (-4.525, 0.829, 1.725)
C (-4.523, -0.574, 1.673)
N (-5.436, -1.269, 2.408)
C (-5.397, -2.565, 2.333)
C (-4.458, -3.246, 1.527)
N (-3.580, -2.611, 0.813)
C (-3.579, -1.250, 0.859)
H (1.345, -0.644, 3.042)
H (-0.504, -0.216, 1.562)
H (0.739, -0.013, 0.349)
H (0.298, -2.176, -0.609)
H (-0.780, -2.621, 0.690)
H (-2.092, -2.104, -1.188)
H (-1.275, -0.597, -1.515)
H (-1.973, 1.422, -0.402)
H (-3.606, 2.596, 1.015)
H (-5.250, 1.318, 2.351)
H (-6.113, -3.130, 2.910)
H (-4.461, -4.325, 1.495)
C (4.997, 2.168, 0.373)
C (4.446, 1.531, 1.635)
O (3.130, 2.064, 1.687)
C (2.740, 2.356, 0.421)
O (1.629, 2.548, 0.059)
O (3.810, 2.363, -0.403)
F (5.132, 1.907, 2.737)
H (5.445, 3.134, 0.605)
H (5.700, 1.545, -0.171)
H (4.378, 0.442, 1.612)
C (2.369, 1.422, -3.063)
C (3.046, 0.084, -2.830)
O (2.119, -0.830, -3.376)
C (1.361, -0.183, -4.311)
O (0.637, -0.718, -5.076)
O (1.581, 1.145, -4.230)
F (3.238, -0.204, -1.515)
H (1.719, 1.688, -2.231)
H (3.060, 2.235, -3.260)
H (4.001, -0.040, -3.342)

Cartesian forces, eV/Å:
S 0.277 -0.235 -0.062
C 0.056 0.011 0.151
C -0.056 0.062 -0.062
C -0.042 -0.108 -0.123
C -0.057 0.187 0.132
C 0.168 -0.265 -0.178
C -0.349 -0.005 0.265
C 0.206 0.147 -0.159
C 0.083 -0.365 -0.108
N -0.096 0.228 0.103
C 0.005 0.000 -0.007
C 0.007 0.233 0.012
N 0.368 -0.080 -0.296
C -0.472 -0.202 0.420
H 0.037 0.213 0.223
H -0.172 0.047 0.114
H 0.099 0.247 -0.169
H 0.144 -0.197 -0.172
H -0.094 -0.127 0.208
H -0.127 -0.136 -0.201
H 0.174 0.243 -0.198
H 0.145 0.127 -0.100
H 0.047 0.209 -0.033
H -0.130 0.100 0.115
H -0.151 -0.045 0.126
H 0.044 -0.213 -0.053
C -0.023 0.002 0.011
C -0.089 0.007 -0.102
O -0.122 -0.160 -0.015
C 0.248 -0.155 0.002
O -0.203 0.119 0.124
O 0.212 0.139 -0.091
F -0.078 0.100 0.004
H 0.037 -0.001 0.042
H -0.083 -0.063 -0.057
H 0.044 -0.010 0.076
C -0.006 -0.039 -0.038
C -0.074 -0.050 -0.135
O 0.129 -0.135 -0.021
C 0.092 0.067 0.218
O -0.072 -0.036 -0.034
O -0.010 0.193 0.034
F -0.178 -0.029 0.014
H 0.013 -0.045 0.069
H -0.019 -0.009 -0.127
H 0.071 0.024 0.078

(2)
Computed, not measured: a single C17H18F3N9O3S molecule, with ωB97M-V/def2-TZVPD.

* SMILES string: CCNc1nc(NCC)n2c(SCC(=O)Nc3ccc(C(F)(F)F)cc3[N+](=O)[O-])nnc2n1
* net charge: 0
* E_LUMO: -0.93 eV
* Kohn-Sham gap: 7.002 eV

Geometry (Å):
C (-3.517, -5.079, 0.486)
C (-4.491, -4.066, 1.082)
N (-4.688, -2.932, 0.212)
C (-3.983, -1.798, 0.324)
N (-3.229, -1.609, 1.387)
C (-2.587, -0.456, 1.441)
N (-1.742, -0.025, 2.338)
N (-1.323, 1.191, 1.962)
C (-1.904, 1.522, 0.842)
N (-2.745, 0.526, 0.426)
C (-3.536, 0.227, -0.653)
N (-4.158, -0.915, -0.700)
N (-3.636, 1.118, -1.644)
H (-3.156, 2.001, -1.551)
C (-4.498, 0.937, -2.789)
C (-5.668, 1.914, -2.762)
H (-5.309, 2.941, -2.770)
H (-6.266, 1.760, -1.868)
H (-6.298, 1.760, -3.633)
H (-3.907, 1.083, -3.698)
H (-4.854, -0.093, -2.752)
S (-1.578, 3.017, -0.008)
C (-0.262, 3.656, 1.076)
C (1.138, 3.199, 0.714)
O (2.069, 3.965, 0.684)
N (1.210, 1.853, 0.456)
C (2.310, 1.078, 0.195)
C (3.612, 1.592, 0.303)
C (4.715, 0.802, 0.087)
C (4.559, -0.547, -0.239)
C (3.296, -1.082, -0.362)
C (2.171, -0.284, -0.159)
N (0.904, -0.925, -0.367)
O (0.885, -2.126, -0.487)
O (-0.098, -0.227, -0.444)
H (3.151, -2.121, -0.622)
C (5.783, -1.385, -0.488)
F (5.523, -2.695, -0.541)
F (6.716, -1.211, 0.462)
F (6.376, -1.065, -1.655)
H (5.706, 1.220, 0.176)
H (3.732, 2.632, 0.560)
H (0.327, 1.342, 0.472)
H (-0.307, 4.743, 1.027)
H (-0.507, 3.303, 2.081)
H (-5.144, -3.077, -0.676)
H (-5.463, -4.534, 1.260)
H (-4.096, -3.676, 2.020)
H (-3.388, -5.915, 1.168)
H (-3.887, -5.459, -0.464)
H (-2.550, -4.611, 0.324)

Cartesian forces, eV/Å:
C -0.151 0.192 0.142
C 0.115 -0.274 0.101
N -0.256 -0.170 -0.294
C 0.289 0.428 0.432
N -0.422 -0.847 -0.072
C 0.147 0.614 -0.336
N -0.310 -1.179 0.467
N -0.096 1.051 -0.756
C 0.352 0.602 0.296
N 0.217 -0.555 0.893
C -0.096 -0.276 -0.142
N -0.086 0.223 -0.337
N 0.304 0.320 0.216
H -0.035 -0.132 -0.023
C -0.329 0.014 -0.278
C 0.179 -0.201 0.004
H -0.022 0.125 -0.010
H -0.074 0.008 0.081
H -0.093 0.035 -0.103
H -0.047 -0.117 0.072
H 0.098 0.133 -0.127
S 0.006 0.324 -0.038
C -0.300 0.026 -0.077
C -0.134 -0.273 -0.068
O 0.191 0.305 0.063
N -0.540 -0.085 0.090
C 0.152 -0.271 -0.146
C 0.096 0.129 0.015
C -0.236 -0.347 -0.071
C 0.014 -0.056 0.007
C 0.060 0.069 0.038
C 1.189 0.450 0.124
N -0.429 -0.256 -0.082
O -0.105 -0.280 -0.035
O -0.234 -0.025 -0.080
H 0.025 0.053 0.020
C 0.093 -0.020 -0.114
F -0.246 -0.170 0.027
F 0.025 0.146 0.206
F -0.017 0.140 -0.142
H 0.080 0.075 0.027
H -0.025 -0.034 0.004
H 0.418 0.228 -0.002
H 0.049 -0.118 -0.013
H 0.060 0.127 -0.026
H 0.042 0.107 0.076
H 0.090 0.067 0.085
H -0.167 -0.117 -0.036
H 0.043 -0.145 0.045
H -0.005 -0.068 -0.090
H 0.120 0.022 -0.031

(3)
Computed, not measured: a molecular structure, C17H18FN3NiO3Se2Te2, with ωB97M-V/def2-TZVPD.

* net charge: 0
* multiplicity: 3
* E_LUMO (spin up / spin down): -1.61 / -1.61 eV
* Kohn-Sham gap (spin up / spin down): 3.993 / 4.479 eV
* ΔE to the lowest compared entry with this formula, charge and spin: 0.111 eV

Geometry (Å):
Ni (-0.265, 0.296, 0.203)
Se (-4.098, -0.826, -0.897)
Te (-1.990, 0.130, -1.727)
Te (-1.490, 2.504, -0.348)
Se (0.981, 2.105, -0.708)
F (-6.066, -0.517, 3.235)
C (-5.212, -1.472, 2.790)
C (-3.924, -1.142, 2.506)
C (-3.045, -2.128, 2.072)
C (-1.712, -1.704, 1.611)
O (-1.444, -0.495, 1.661)
C (-0.863, -2.727, 1.094)
C (-1.331, -4.003, 1.112)
N (-2.578, -4.391, 1.474)
C (-2.952, -5.783, 1.425)
C (-3.905, -6.237, 0.354)
C (-2.452, -6.619, 0.296)
C (-3.477, -3.444, 1.951)
C (-4.817, -3.760, 2.207)
C (-5.695, -2.769, 2.594)
N (-7.082, -3.085, 2.709)
C (-7.525, -4.011, 3.732)
C (-8.586, -4.931, 3.095)
N (-9.077, -4.230, 1.850)
C (-9.417, -2.797, 2.166)
C (-8.086, -2.067, 2.440)
C (0.532, -2.525, 0.501)
O (1.213, -3.541, 0.368)
O (0.857, -1.338, 0.188)
H (-3.573, -0.120, 2.572)
H (-0.660, -4.780, 0.772)
H (-3.035, -6.260, 2.395)
H (-4.234, -5.482, -0.349)
H (-4.636, -6.992, 0.613)
H (-1.852, -6.138, -0.463)
H (-2.166, -7.634, 0.526)
H (-5.191, -4.759, 2.023)
H (-7.948, -3.484, 4.596)
H (-6.690, -4.610, 4.085)
H (-9.453, -5.098, 3.731)
H (-8.183, -5.888, 2.770)
H (-9.847, -4.726, 1.409)
H (-8.276, -4.207, 1.211)
H (-10.070, -2.830, 3.036)
H (-9.964, -2.383, 1.323)
H (-8.237, -1.369, 3.266)
H (-7.783, -1.492, 1.567)

Cartesian forces, eV/Å:
Ni 0.444 -0.988 0.444
Se -0.059 0.010 -0.079
Te -0.219 0.052 -0.265
Te -0.226 0.429 -0.193
Se -0.043 0.195 -0.048
F -0.021 -0.005 0.008
C -0.064 -0.087 0.057
C 0.026 0.093 0.096
C 0.265 0.138 0.060
C -0.201 -0.147 -0.176
O 0.197 0.395 0.083
C -0.212 -0.146 0.086
C 0.057 -0.040 -0.159
N -0.099 -0.004 0.207
C 0.013 0.145 -0.077
C 0.033 -0.022 -0.039
C -0.061 -0.068 -0.060
C 0.081 -0.240 -0.095
C 0.104 -0.009 -0.083
C -0.169 0.149 0.014
N -0.002 -0.018 0.068
C 0.024 0.032 -0.001
C -0.165 0.074 -0.233
N 0.111 0.088 0.154
C 0.007 -0.239 -0.056
C 0.029 -0.069 -0.066
C 0.012 -0.089 0.152
O -0.041 0.158 -0.047
O 0.041 0.102 0.032
H -0.023 -0.031 -0.001
H 0.006 -0.015 0.025
H 0.028 0.044 0.046
H 0.005 -0.002 0.019
H 0.018 -0.005 -0.013
H -0.003 -0.005 0.013
H -0.013 -0.007 -0.015
H 0.016 0.018 0.002
H -0.009 -0.014 0.029
H 0.029 0.027 -0.004
H 0.016 -0.029 0.030
H 0.046 -0.017 0.051
H -0.040 -0.012 0.056
H 0.008 0.028 -0.058
H -0.021 0.042 0.003
H 0.015 0.056 -0.004
H -0.002 0.029 0.047
H 0.059 0.007 -0.011

(4)
Computed, not measured: a single C17H18N2O molecule, with ωB97M-V/def2-TZVPD.

* SMILES string: C[C@@H]1CN(C2=Nc3cccc4cccc2c34)C[C@H](C)O1
* net charge: 0
* E_LUMO: -0.39 eV
* Kohn-Sham gap: 7.187 eV
* ΔE to the lowest compared entry with this formula, charge and spin: 1.148 eV

Geometry (Å):
N (-0.523, -1.815, 0.195)
O (1.025, 1.406, -3.304)
C (-0.401, -0.521, 0.189)
C (-0.996, -3.600, 3.497)
C (-0.729, 1.254, 3.717)
C (-0.816, -3.449, 2.108)
C (-0.549, 1.277, 2.311)
C (-0.957, -2.446, 4.315)
C (-0.842, 0.061, 4.415)
C (-0.741, -2.190, 1.510)
C (-0.578, 0.060, 1.568)
C (-0.839, -1.176, 3.719)
C (-0.753, -1.089, 2.317)
N (-0.084, 0.125, -1.018)
C (0.573, 3.598, -2.462)
C (1.550, -0.658, -4.375)
C (-0.279, 1.583, -1.181)
C (0.176, -0.660, -2.239)
C (0.849, 2.133, -2.106)
C (1.296, 0.016, -3.039)
H (-1.105, -4.586, 3.890)
H (-0.813, 2.182, 4.298)
H (-0.773, -4.291, 1.423)
H (-0.422, 2.266, 1.853)
H (-1.050, -2.544, 5.389)
H (-0.936, 0.089, 5.498)
H (0.513, 4.237, -1.583)
H (-0.390, 3.675, -2.982)
H (1.348, 4.030, -3.118)
H (0.630, -0.675, -4.978)
H (1.907, -1.666, -4.205)
H (2.341, -0.148, -4.920)
H (-0.231, 2.106, -0.218)
H (-1.283, 1.762, -1.564)
H (0.584, -1.665, -2.007)
H (-0.726, -0.740, -2.886)
H (1.784, 2.135, -1.549)
H (2.241, -0.077, -2.476)

Cartesian forces, eV/Å:
N 0.018 -0.322 -0.631
O -0.300 -0.642 0.467
C 0.301 0.672 -2.091
C 0.502 2.329 0.277
C -0.111 -0.528 0.248
C -0.288 0.448 -1.593
C -0.136 -0.567 -1.256
C -0.318 -1.804 -0.703
C 0.065 0.294 -0.313
C 0.368 -2.171 0.515
C 0.317 2.314 0.924
C -0.127 0.734 -0.037
C -0.254 0.272 2.399
N -0.200 -0.118 1.689
C -0.201 -0.058 -0.585
C -0.437 0.160 -0.016
C 0.897 -0.861 -0.403
C 0.421 0.374 -0.116
C -0.658 1.107 0.321
C 0.262 0.286 -0.368
H -0.029 -0.384 0.405
H 0.247 -0.293 -0.511
H -0.036 -0.176 0.338
H -0.048 -0.518 0.041
H -0.005 0.064 0.001
H -0.038 -0.093 -0.125
H 0.035 -0.144 0.214
H 0.170 0.002 -0.001
H -0.237 -0.399 0.235
H 0.329 -0.046 0.081
H -0.123 -0.345 0.007
H -0.118 0.197 -0.011
H 0.194 -0.372 -0.199
H -0.068 0.191 -0.450
H -0.746 0.561 0.243
H 0.328 -0.067 0.456
H 0.277 -0.405 0.310
H -0.254 0.310 0.237

net charge of number 4 (C17H18N2O)? 0

What is the formula in the fourth record? C17H18N2O

Look up the net charge of the first one. 0